DFT (wB97M-V/def2-TZVPD) results for a molecular structure, C42H32ClN4O10PV at a distorted geometry.

The value obtained for the HOMO-LUMO gap (spin up / spin down) is 5.756 / 5.731 eV. The spin multiplicity is 2. Its HOMO energy (spin up / spin down) is -1.8 / -1.8 eV. Its expectation value of S² is 0.789. Its net charge is -2. For the energy above the lowest of the compared OMol25 structures with the same formula, charge and spin, the calculation gives 542.1 kJ/mol. The calculation puts the strongest force on any atom at 1.42 eV/Å.

Each line ends with the Löwdin charge.
Cartesian coordinates (Å):
V: -1.1563 -0.7585 0.5431  0.958
O: 0.4555 -4.0381 -4.3929  0.061
C: 0.0480 -3.1794 -3.4196  -0.292
C: -1.0783 -3.4358 -2.6442  0.048
C: -1.4219 -2.5129 -1.6898  -0.160
N: -0.7273 -1.3909 -1.4500  0.107
C: 0.3866 -1.1717 -2.1800  -0.166
C: 0.7861 -2.0354 -3.1953  0.077
C: 1.2537 -0.1084 -1.7236  -0.288
O: 2.5618 0.0252 -2.3011  -0.059
O: 0.3965 2.0784 -0.7201  0.003
C: -2.6444 -2.7036 -0.7981  -0.573
O: -3.4335 -3.6000 -1.0455  0.043
O: -2.6998 -1.8349 0.1435  -0.091
H: -0.1485 -4.7882 -4.3998  0.101
H: -1.6875 -4.3257 -2.7502  0.122
H: 1.6814 -1.8127 -3.7595  0.133
C: 2.7632 -2.8642 3.6311  -0.098
O: 1.8481 -2.1817 2.8169  -0.082
C: 1.3681 -0.9997 3.2893  -0.222
C: 1.7612 -0.3991 4.4230  -0.043
C: 1.2455 0.9081 4.8068  -0.112
C: 0.3389 1.5345 4.0348  -0.084
C: -0.1651 0.9305 2.8353  -0.153
C: -1.1714 1.4668 2.0706  -0.156
N: -1.6472 0.7978 1.0067  -0.085
N: -4.0903 1.7024 -0.1257  0.068
C: -5.0237 0.7906 0.2665  -0.440
O: -4.8503 0.0198 1.1930  0.076
C: -6.3139 0.7157 -0.5160  -0.140
C: -7.2274 1.7622 -0.5549  -0.048
C: -8.4328 1.6079 -1.2306  -0.096
C: -8.7217 0.4145 -1.8791  -0.117
C: -7.8037 -0.6300 -1.8458  -0.092
C: -6.6085 -0.4853 -1.1565  -0.009
C: 0.3131 -0.4372 2.3754  -0.488
O: -0.8047 -1.3103 2.2613  -0.173
H: 2.9795 -3.8071 3.1316  0.087
H: 2.3412 -3.0593 4.6236  0.091
H: 3.6952 -2.2989 3.7538  0.083
H: 2.5169 -0.8537 5.0516  0.090
H: 1.6198 1.3711 5.7124  0.081
H: -0.0431 2.5127 4.3168  0.103
H: -1.5995 2.4348 2.3383  0.118
H: -6.9863 2.7004 -0.0687  0.082
H: -9.1435 2.4261 -1.2586  0.093
H: -9.6596 0.2985 -2.4100  0.087
H: -8.0206 -1.5602 -2.3585  0.095
H: -5.8920 -1.2982 -1.1000  0.123
N: 0.7068 -0.3752 0.9321  -0.158
P: 2.0834 -0.0339 0.1257  0.975
C: 3.1288 -1.5245 -0.1642  -0.239
C: 2.5044 -2.7677 -0.1552  -0.071
C: 3.2245 -3.9266 -0.4192  -0.087
C: 4.5840 -3.8524 -0.6907  -0.113
C: 5.2155 -2.6143 -0.7122  -0.095
C: 4.4886 -1.4590 -0.4554  -0.083
C: 3.0944 0.8444 1.4427  -0.225
C: 4.1598 0.3158 2.1685  -0.099
C: 4.8785 1.1034 3.0627  -0.103
C: 4.5371 2.4357 3.2515  -0.116
C: 3.4717 2.9757 2.5424  -0.090
C: 2.7611 2.1896 1.6459  -0.075
C: 2.6281 1.1625 -1.3647  -0.320
C: 3.6293 2.1912 -1.7246  -0.023
C: 3.3435 2.9414 -2.7943  -0.080
C: 2.0564 2.8392 -3.5079  -0.074
C: 1.0169 2.1609 -3.0148  0.037
C: 1.1464 1.4492 -1.6978  -0.405
H: 1.4484 -2.8181 0.0843  0.107
H: 2.7247 -4.8884 -0.4125  0.097
H: 5.1518 -4.7556 -0.8825  0.087
H: 6.2748 -2.5496 -0.9324  0.091
H: 4.9757 -0.4908 -0.4966  0.110
H: 4.4290 -0.7261 2.0442  0.090
H: 5.7038 0.6699 3.6184  0.090
H: 5.0910 3.0466 3.9561  0.087
H: 3.1933 4.0131 2.6895  0.097
H: 1.9281 2.6093 1.0885  0.108
H: 4.5324 2.3231 -1.1373  0.099
H: 4.0467 3.6953 -3.1374  0.088
H: 1.9426 3.4165 -4.4200  0.090
H: 0.0262 2.2081 -3.4575  0.118
H: -0.5521 2.0689 -1.0026  0.055
Cl: -4.7274 4.2956 -0.4792  0.516
C: -4.1947 2.6529 -1.1642  -0.535
C: -2.8521 2.8563 -1.9704  -0.693
O: -2.7937 3.8486 -2.6971  -0.042
O: -2.0281 1.9173 -1.8058  -0.057
H: -4.9915 2.4102 -1.8584  0.098
H: -3.1461 1.5246 0.2509  0.083